No. 1
Molecular formula: C20H24ClNO5P2Sc
Method: DFT, wB97M-V/def2-TZVPD

XYZ file:
```
54
Properties=species:S:1:pos:R:3:nbo_charge:R:1
Sc 0.442 0.395 1.251 1.378
Cl -0.036 -0.015 4.671 2.505
P 0.054 -2.227 0.766 0.865
P -2.050 0.919 0.786 0.823
O -1.170 0.628 5.283 -0.748
O 0.055 -1.406 4.956 -0.762
O 1.202 0.679 4.916 -0.766
O -0.305 0.094 3.101 -0.968
O 3.237 -0.695 2.885 -0.380
N 0.261 0.269 -1.010 -0.671
C 0.993 2.249 -2.262 -0.146
C -3.647 0.200 1.186 -0.918
C 3.725 -1.761 -2.277 -0.222
C 0.214 -2.676 -1.001 -0.722
C -2.473 1.212 -0.982 -0.707
C 3.598 -0.402 -2.531 -0.129
C 1.311 -3.371 1.399 -0.938
C 1.292 -0.460 -1.597 0.301
C -1.363 2.067 -1.570 -0.084
C -2.459 2.618 1.301 -0.928
C 2.394 -0.263 2.222 0.554
C 0.756 3.599 -2.641 -0.128
C -1.408 -3.222 1.066 -0.933
C 2.387 0.274 -2.230 -0.148
C 2.253 1.654 -2.383 0.012
C 2.631 -2.503 -1.827 -0.147
C 1.404 -1.888 -1.527 -0.085
C -1.558 3.399 -1.972 -0.145
C -0.495 4.171 -2.430 -0.219
C -0.064 1.486 -1.609 0.292
H -3.458 2.839 0.906 0.235
H 4.427 0.178 -2.943 0.232
H -2.255 -2.837 0.507 0.240
H -2.605 0.233 -1.494 0.251
H 2.311 -3.084 1.103 0.246
H -2.560 3.854 -1.882 0.234
H 1.587 4.176 -3.068 0.233
H -1.216 -4.248 0.758 0.246
H -0.640 5.230 -2.632 0.239
H -3.789 -0.775 0.716 0.243
H -2.478 2.663 2.391 0.260
H 1.866 1.343 0.438 -0.453
H -0.730 -2.455 -1.535 0.254
H 3.144 2.262 -2.653 0.239
H -1.640 -3.198 2.124 0.258
H 0.418 -3.752 -1.093 0.246
H 1.095 -4.372 1.035 0.240
H 1.258 -3.355 2.480 0.260
H 4.680 -2.260 -2.431 0.239
H 2.735 -3.593 -1.664 0.232
H -1.754 3.362 0.924 0.249
H -3.730 0.107 2.269 0.260
H -3.430 1.765 -1.014 0.241
H -4.415 0.890 0.819 0.242
```

Results
HOMO level (spin up / spin down): -11.35 / -11.36 eV
charge: +1
energy relative to the best compared isomer or geometry (same formula, charge and spin): 517.41 kJ/mol

=====

No. 2
Molecular formula: C3H9NO2
Method: DFT, wB97M-V/def2-TZVPD

XYZ file:
```
15
Properties=species:S:1:pos:R:3:nbo_charge:R:1
O -2.211 0.670 0.370 -0.598
O -0.090 0.276 1.005 -0.686
N 1.308 -0.065 -2.463 -0.809
C -1.411 0.051 1.022 0.794
C 2.002 0.720 -1.377 -0.393
C -1.836 -0.944 2.110 -0.720
H 0.070 0.860 0.133 0.486
H 1.184 -1.028 -2.164 0.347
H -2.922 -0.976 2.123 0.238
H 2.184 1.723 -1.761 0.199
H -1.453 -1.918 1.743 0.232
H 1.379 0.895 -0.491 0.126
H -1.423 -0.723 3.077 0.238
H 2.848 0.151 -0.984 0.204
H 0.372 0.310 -2.343 0.340
```

Results
SMILES: CC(=O)O.CN
HOMO level: -10.02 eV
energy relative to the best compared isomer or geometry (same formula, charge and spin): 137.86 kJ/mol

=====

No. 3
Molecular formula: C44H89Br2F8N4O3S
Method: DFT, wB97M-V/def2-TZVPD

XYZ file:
```
151
Properties=species:S:1:pos:R:3:mulliken_charge:R:1
Br 4.347 -4.002 -1.609 0.009
Br 6.094 2.936 -2.219 -0.151
S 4.154 -3.064 -4.451 -0.179
F -2.616 0.295 -2.944 -0.203
F -2.738 -0.918 -4.787 -0.307
F -5.619 0.117 -1.574 -0.285
F -5.413 -1.610 -0.216 -0.280
F -2.794 -3.194 -3.335 -0.330
F -2.309 -2.079 -1.482 -0.278
F -4.958 -3.046 -2.121 -0.305
F -5.086 -1.347 -3.511 -0.291
O -0.297 -2.079 -4.203 -0.355
O 1.949 -1.191 -1.009 -0.507
O 7.071 -5.608 -4.933 -0.570
N 4.113 -1.029 -2.930 0.986
N 7.350 -3.117 -0.477 -0.156
N 8.386 -1.182 -1.477 -0.527
N 7.308 -0.918 0.574 -0.697
C -9.630 -1.093 6.831 -0.479
C 4.481 9.236 -0.168 -0.362
C -2.279 -0.910 -3.520 0.555
C -4.470 -1.808 -2.396 0.760
C 3.568 0.167 -2.270 -0.933
C 3.395 -1.672 -3.801 1.055
C 7.256 -1.664 -0.690 -0.047
C 6.327 0.627 -3.936 -1.491
C 6.156 6.757 -1.031 -0.421
C -2.545 4.623 -0.366 -0.941
C -0.769 -0.951 -3.502 -0.859
C 6.288 6.960 -2.538 -1.157
C -8.754 -1.312 5.602 -0.978
C -5.450 -3.793 6.044 -1.222
C -9.281 -2.027 7.989 -0.713
C -9.458 -3.516 7.689 -0.222
C -3.305 5.835 -0.906 -0.745
C 7.106 1.404 -2.871 -0.423
C -2.839 6.327 -2.276 -0.359
C -11.933 -3.658 8.300 -1.239
C 6.392 -0.904 -3.823 -1.306
C 2.839 -0.102 -0.956 -1.111
C -3.408 -3.290 1.744 -0.986
C 5.528 -1.556 -2.733 -0.103
C -5.376 -4.749 3.677 -0.888
C -3.862 -4.963 3.614 -0.907
C -5.825 -3.599 4.578 0.184
C -2.957 -2.013 -2.680 0.500
C 1.000 -2.444 -3.857 -0.523
C 3.894 7.972 -0.795 -0.742
C 5.910 -1.231 -1.287 -2.372
C -3.061 -3.745 3.159 -0.465
C 5.354 -3.066 -3.023 0.634
C -10.863 -3.921 7.245 -0.472
C -1.388 6.801 -2.289 -1.191
C 6.574 -3.822 -3.519 -0.914
C 4.706 6.699 -0.552 -0.520
C -4.783 -0.876 -1.170 0.237
C -2.567 3.395 -1.274 -0.107
C 4.572 9.173 1.354 -1.183
C 6.803 -6.193 -2.573 -1.321
C -3.967 2.834 -1.513 -0.761
C 2.034 -1.378 -4.301 -1.074
C 6.336 -5.317 -3.739 0.209
H -2.970 4.352 0.605 0.376
H 7.337 6.964 -2.835 0.350
H -1.110 7.169 -3.278 0.397
H -5.415 -2.651 4.216 0.270
H 6.698 7.547 -0.505 0.328
H -4.615 3.555 -2.011 0.344
H 2.077 -1.449 -5.388 0.624
H -3.229 -4.092 1.023 0.315
H -5.842 -5.675 4.026 0.471
H -4.372 5.603 -0.958 0.290
H -11.710 -4.197 9.223 0.298
H 1.083 -2.682 -2.799 0.410
H -1.505 4.902 -0.170 0.330
H -9.513 -0.061 7.172 0.354
H 7.436 -1.169 -3.702 0.464
H 4.695 6.456 0.514 0.318
H -10.855 -4.988 7.008 0.396
H -3.897 -0.422 -0.732 0.297
H -3.211 6.652 -0.185 0.419
H -2.098 3.629 -2.235 0.249
H 7.998 1.832 -3.310 0.539
H -6.911 -3.507 4.504 0.006
H 8.585 -1.811 -2.245 0.261
H 3.852 10.084 -0.450 0.368
H 8.161 -1.170 1.062 0.330
H 5.228 8.368 1.688 0.279
H 2.915 0.696 -2.951 1.013
H -9.011 -0.610 4.808 0.410
H -8.874 -2.319 5.200 0.169
H 3.775 8.131 -1.870 0.303
H -10.682 -1.203 6.556 0.252
H -2.793 -2.434 1.453 0.334
H 8.218 -3.497 -0.811 0.313
H 7.431 0.815 -2.028 0.081
H -0.697 5.995 -2.033 0.254
H -8.740 -3.822 6.921 -0.049
H -0.449 -0.029 -3.994 0.443
H 1.226 -3.350 -4.410 0.483
H -1.238 7.613 -1.576 0.299
H 6.558 -1.244 1.173 0.304
H -3.659 -5.796 2.933 0.392
H 7.411 -3.705 -2.839 0.481
H 2.443 -2.002 -1.155 0.232
H 4.200 5.865 -1.054 0.288
H 5.788 6.156 -3.082 0.214
H 7.176 -3.395 0.473 0.215
H 5.143 -1.655 -0.647 1.166
H 5.470 9.439 -0.586 0.231
H -9.194 -4.083 8.587 0.405
H 9.208 -1.226 -0.886 0.353
H -1.949 2.616 -0.815 0.298
H -3.496 -5.282 4.594 0.330
H -8.240 -1.855 8.281 0.369
H 5.284 -5.508 -3.950 0.248
H 6.002 -6.815 -2.186 0.334
H -1.997 -3.994 3.202 0.401
H 6.105 -1.294 -4.795 0.833
H 7.611 -6.843 -2.893 0.412
H 3.532 -0.234 -0.128 0.305
H 2.260 0.786 -0.725 0.539
H 2.884 7.818 -0.401 0.364
H -9.885 -1.753 8.859 0.347
H 4.970 10.105 1.756 0.377
H -3.483 7.154 -2.582 0.373
H -12.012 -2.596 8.540 0.286
H 6.647 5.819 -0.758 0.315
H -5.818 -2.963 6.651 0.255
H -5.888 -4.713 6.438 0.273
H 5.853 7.907 -2.859 0.369
H -12.912 -3.986 7.949 0.384
H 1.719 -0.368 -4.071 0.224
H -7.700 -1.170 5.850 0.246
H -4.369 -3.846 6.183 0.421
H 7.172 -5.607 -1.738 0.235
H 4.384 0.847 -2.053 -0.059
H 5.878 -0.161 -1.124 0.586
H 6.880 -3.400 -4.470 0.388
H 5.304 0.976 -4.032 0.475
H -4.437 2.555 -0.567 0.266
H 3.587 9.013 1.796 0.294
H -3.927 1.949 -2.139 -0.011
H -5.764 -4.581 2.669 0.288
H 6.964 -6.543 -5.103 0.456
H 6.784 0.871 -4.892 0.527
H -2.976 5.544 -3.026 0.257
H -3.208 -2.915 3.855 0.279
H -0.391 -0.919 -2.482 0.397
H -4.450 -2.988 1.661 0.226
H -11.128 -3.406 6.318 0.248
```

Results
HOMO level: -11.73 eV
charge: +1

=====

No. 4
Molecular formula: C30H84N14O14
Method: DFT, wB97M-V/def2-TZVPD

XYZ file:
```
142
Properties=species:S:1:pos:R:3:mulliken_charge:R:1
O -3.143 5.527 3.326 -0.115
O -3.450 0.373 -5.706 -0.691
O -6.619 1.636 -0.575 -0.294
O -0.477 5.830 0.625 -0.713
O 2.126 -7.484 -6.509 -0.287
O 3.340 3.164 1.418 -0.786
O 0.493 -1.193 1.471 -0.618
O -0.345 1.029 -0.059 0.487
O 0.562 -2.118 8.343 -0.324
O 3.975 0.085 -4.915 -0.386
O -2.571 -1.139 -1.416 -0.629
O 7.783 -0.684 -3.854 -0.387
O 1.413 -3.991 -2.524 -0.128
O -1.111 1.247 4.580 -0.311
N -0.454 -2.490 3.039 -0.512
N -3.454 -1.218 -4.158 -0.242
N 1.452 4.907 -0.068 -0.284
N -3.131 0.515 -0.012 0.078
N -1.244 -2.720 0.930 -0.135
N 3.945 1.177 0.523 -0.225
N -1.330 -0.071 7.252 -0.251
N -2.510 0.957 -3.726 -0.222
N -5.279 4.382 1.417 -0.315
N -4.821 -0.872 -1.029 -0.347
N 0.634 4.459 1.975 -0.195
N 2.076 -6.679 -3.707 -0.449
N 2.129 1.418 1.916 -0.058
N 5.243 -1.455 -2.741 -0.127
C 1.728 -8.136 -7.674 -0.727
C 7.544 -0.733 -2.460 -0.878
C -2.276 6.170 4.242 -0.958
C -0.835 -0.116 8.561 -0.635
C 1.236 -3.126 9.209 -0.737
C -1.452 1.482 3.249 0.941
C 1.656 -5.846 -4.807 -0.075
C 0.483 5.101 0.833 0.480
C 3.883 1.411 -5.479 -0.781
C 1.048 -6.707 -5.886 -0.739
C -4.478 5.604 1.275 -0.606
C -3.516 -0.495 -0.917 0.543
C 6.063 -0.507 -2.085 -0.131
C 0.414 1.305 -1.202 -0.336
C 3.491 0.119 -3.556 -0.632
C 3.818 -1.090 -2.829 0.073
C 7.645 0.623 -4.373 -0.422
C -7.399 1.910 -1.694 -0.732
C -0.504 -1.470 9.062 -0.587
C 0.757 -2.943 -1.779 -0.760
C -2.280 1.354 5.437 -0.261
C -6.603 2.659 0.424 -0.660
C -5.708 3.897 0.124 -0.547
C -0.381 -2.030 1.739 0.508
C 2.009 -5.080 -1.767 -0.561
C -1.920 1.254 6.883 -0.691
C -4.034 6.291 2.567 -0.713
C 2.828 -5.903 -2.717 -0.931
C -3.147 0.073 -4.559 0.332
C 3.146 1.996 1.326 0.383
H -2.806 1.490 7.536 0.308
H 0.601 -6.058 -6.657 0.402
H 2.565 -8.553 -8.229 0.256
H 1.170 -5.760 -1.465 0.275
H -1.427 -2.438 -0.048 -0.064
H -1.388 -2.637 3.400 0.206
H -3.504 5.465 0.755 0.318
H 1.409 5.465 -0.891 0.199
H -7.094 1.212 -2.505 0.257
H -4.738 3.695 1.921 0.226
H 0.873 -5.257 -4.390 0.156
H -5.031 -1.572 -1.707 0.308
H 3.972 1.019 -3.069 0.200
H -8.486 1.801 -1.489 0.268
H -5.551 -0.221 -0.764 0.132
H -1.574 -3.639 1.138 0.230
H 1.083 -8.971 -7.456 0.307
H 3.573 -5.331 -3.211 0.462
H 5.909 -0.459 -0.978 0.107
H 3.450 -0.903 -1.806 -0.161
H 1.586 4.263 2.184 0.359
H 2.444 -5.236 -5.340 0.205
H 0.029 0.541 8.762 0.351
H -2.603 1.972 -3.897 0.228
H 4.366 2.140 -4.800 0.311
H 3.221 -1.975 -3.254 -0.107
H -0.073 2.249 -1.650 0.273
H 2.289 4.345 0.138 0.236
H 2.795 1.719 -5.456 0.259
H 4.030 0.171 0.515 0.181
H 0.309 0.500 -1.987 -0.095
H 0.721 -2.161 -2.562 0.077
H 3.330 -6.728 -2.211 0.443
H -1.599 5.473 4.673 0.250
H -6.293 4.698 -0.258 0.524
H -2.935 6.679 4.937 0.402
H 4.314 1.518 -6.458 0.287
H -2.687 2.391 5.232 0.215
H -3.860 0.943 0.565 -0.053
H -0.326 -1.537 10.167 0.416
H 5.801 0.511 -2.257 0.259
H 1.442 1.446 -0.918 0.142
H 2.440 0.319 -3.573 0.639
H -6.219 2.191 1.381 0.351
H 1.908 0.444 1.820 0.262
H -2.243 0.906 -0.138 0.126
H -0.525 1.718 2.660 -0.668
H -3.037 0.593 5.232 0.308
H 4.779 1.630 0.290 0.179
H -1.612 0.368 9.228 0.335
H 1.311 2.002 1.933 -0.241
H 7.771 -1.692 -2.053 0.433
H 5.554 -1.747 -3.644 0.378
H -2.147 2.306 3.126 0.069
H 1.231 -7.443 -8.461 0.251
H -2.323 0.523 -2.843 0.134
H 0.016 0.262 0.374 -0.217
H 2.754 -7.395 -4.057 0.285
H 0.241 -7.397 -5.555 0.367
H -4.886 6.478 3.244 0.314
H 0.153 -2.069 3.742 0.254
H 8.270 0.595 -5.266 0.270
H 8.168 0.056 -1.970 0.384
H -3.534 7.257 2.339 0.397
H -4.807 3.753 -0.544 0.250
H 0.041 4.792 2.770 -0.004
H -7.193 2.947 -2.014 0.312
H -1.870 0.597 2.659 -0.022
H 1.798 -2.625 10.014 0.299
H -1.621 6.964 3.801 0.339
H -1.394 -2.054 8.931 0.319
H 1.312 -2.609 -0.941 0.302
H -0.777 -0.361 6.474 0.207
H -3.666 -1.901 -4.879 0.189
H -0.336 -3.123 -1.579 0.360
H 8.050 1.448 -3.688 0.284
H -1.101 1.958 7.080 0.349
H 2.588 -4.761 -0.919 0.453
H -4.966 6.338 0.617 0.407
H -3.242 -1.549 -3.267 0.206
H -7.635 2.989 0.689 0.280
H 1.925 -3.732 8.640 0.250
H 0.490 -3.791 9.660 0.304
H 6.576 0.884 -4.481 0.062
```

Results
SMILES: COCCNCCOC.COCCNCCOC.COCCNCCOC.COCCNCCOC.NC(N)=O.NC(N)=O.NC(N)=O.NC(N)=O.NC(N)=O.CO
HOMO level: -8.69 eV